Here is a 12-piece molecular cluster, C21H59Cl2IN4O14P overall from the Open Molecules 2025 dataset. Energies are from the ωB97M-V functional and the def2-TZVPD basis.

```
102
Properties=species:S:1:pos:R:3:mulliken_charge:R:1
C -0.060 4.519 -0.107 -0.93
C -0.513 3.110 -0.096 1.76
Cl 0.184 2.117 -1.296 -0.08
C -1.408 2.563 0.746 -1.52
Cl -2.155 3.421 2.033 -0.13
N -1.788 1.209 0.671 0.36
C -2.764 0.582 -0.030 0.33
N -3.628 1.184 -0.885 -0.14
P -3.788 2.808 -1.321 0.23
O -2.740 3.349 -2.207 -0.50
N -2.746 -0.725 0.204 -0.75
C -1.734 -0.941 1.048 0.27
C -1.363 -2.273 1.589 0.07
C -0.539 -3.072 0.589 0.55
O -0.753 -3.104 -0.554 -0.48
O 0.431 -3.771 1.208 -0.30
N -1.124 0.203 1.364 0.35
C -0.017 0.511 2.262 -0.91
C 1.219 -0.366 2.024 -0.15
C 1.740 -1.004 3.295 -1.23
I 2.784 0.869 1.191 0.13
H -0.450 5.092 0.731 0.54
H -0.379 4.969 -1.055 0.12
H 1.035 4.541 -0.121 0.20
H -4.276 0.528 -1.309 0.33
H -5.075 2.782 -1.840 0.04
H -3.898 3.479 -0.102 0.05
H -0.845 -2.233 2.546 0.17
H -2.295 -2.829 1.717 0.04
H 1.275 -3.613 0.739 0.28
H -0.371 0.395 3.293 0.11
H 0.223 1.563 2.130 0.67
H 1.038 -1.100 1.242 0.36
H 1.073 -1.803 3.641 0.25
H 1.828 -0.265 4.097 0.27
H 2.719 -1.456 3.147 0.48
C -1.219 -6.466 -1.082 -0.55
O -0.327 -6.920 -0.062 -0.56
H -1.532 -7.341 -1.644 0.35
H -2.104 -5.988 -0.654 0.15
H -0.735 -5.760 -1.761 0.27
H -0.028 -6.160 0.449 0.35
C 4.562 1.222 5.332 -0.53
O 3.144 1.364 5.310 -0.47
H 4.863 0.949 4.324 0.18
H 5.058 2.156 5.606 0.29
H 4.880 0.435 6.020 0.27
H 2.850 1.606 6.193 0.27
C 3.997 5.749 -0.070 -0.60
O 2.975 5.248 -0.928 -0.41
H 4.198 4.973 0.665 0.20
H 4.919 5.957 -0.617 0.28
H 3.683 6.655 0.454 0.27
H 2.782 5.918 -1.592 0.26
C 2.844 -8.417 -1.692 -0.24
O 1.602 -8.064 -2.275 -0.50
H 3.429 -8.913 -2.464 0.25
H 3.399 -7.541 -1.344 -0.07
H 2.721 -9.108 -0.853 0.28
H 1.073 -7.621 -1.602 0.35
C -8.365 2.976 -2.092 -0.59
O -7.310 2.409 -1.305 -0.48
H -8.603 2.247 -2.861 0.23
H -9.256 3.158 -1.490 0.27
H -8.057 3.907 -2.571 0.28
H -7.118 3.040 -0.603 0.29
C -1.851 7.989 -1.721 -0.57
O -0.769 7.381 -1.015 -0.42
H -2.172 7.272 -2.474 0.18
H -2.692 8.208 -1.061 0.28
H -1.542 8.908 -2.223 0.28
H -0.466 8.003 -0.347 0.26
C -0.674 4.573 -4.940 -0.54
O -1.121 3.251 -4.668 -0.50
H -0.043 4.522 -5.823 0.27
H -1.509 5.253 -5.134 0.33
H -0.078 4.965 -4.106 0.15
H -1.697 3.274 -3.892 0.45
C 2.525 2.790 -5.255 -0.45
O 2.035 3.248 -6.510 -0.52
H 3.070 3.609 -4.798 0.19
H 1.703 2.491 -4.596 0.16
H 3.209 1.948 -5.393 0.32
H 1.551 2.521 -6.914 0.30
C 4.275 -4.205 4.737 -0.62
O 3.441 -3.921 3.617 -0.36
H 4.692 -3.255 5.065 0.20
H 3.711 -4.643 5.564 0.30
H 5.097 -4.874 4.474 0.28
H 3.064 -4.751 3.308 0.24
C -5.116 -4.804 1.696 -0.62
O -3.945 -4.859 2.510 -0.50
H -5.785 -4.084 2.161 0.24
H -4.892 -4.473 0.679 0.27
H -5.619 -5.771 1.650 0.32
H -3.349 -5.509 2.123 0.29
C 4.583 -4.826 -0.586 -0.68
O 3.256 -4.432 -0.222 -0.41
H 5.074 -5.146 0.329 0.25
H 4.573 -5.656 -1.292 0.19
H 5.144 -3.993 -1.014 0.30
H 2.824 -4.155 -1.038 0.25
```

Calculated values
LUMO = -0.097 Eh
Gap between HOMO and LUMO = 8.80 eV
E_tot = -99783.668 eV
Total charge = +1
M = 820.5 g mol⁻¹
Max |F| = 2.97 eV/Å